Entry 1:
Here is C24H46Cl2F20HfN2O12P3S2 as an isolated structure at a distorted geometry from the Open Molecules 2025 dataset. Energies are from ωB97M-V with the def2-TZVPD basis set.

The geometry in ORCA input format:
```
! wB97M-V def2-TZVPD RIJCOSX def2/J DEFGRID3
* xyz 1 1
C 0.360 -3.617 3.431
C 0.631 -2.345 4.333
C 0.694 -0.915 3.626
N 0.558 0.298 4.658
C 1.731 0.415 5.570
C 0.447 1.593 3.874
C -0.275 2.588 4.721
C -1.176 1.770 5.643
C -0.796 0.324 5.359
H -0.575 -4.114 3.691
H 1.166 -4.316 3.210
H 0.040 -3.270 2.448
H 1.420 -2.627 5.030
H -0.279 -2.395 4.930
H 0.007 -0.897 2.779
H 1.649 -0.670 3.162
H 1.790 -0.504 6.153
H 1.702 1.281 6.231
H 2.550 0.431 4.851
H 1.455 1.890 3.586
H -0.078 1.500 2.924
H 0.449 3.174 5.288
H -0.672 3.350 4.051
H -1.148 2.148 6.665
H -2.187 2.073 5.370
H -0.664 -0.204 6.304
H -1.504 -0.208 4.723
Hf -3.228 1.648 -2.143
P -0.307 -0.598 -0.477
F -0.453 0.359 0.903
F 1.041 0.215 -0.977
F 0.475 -1.739 0.350
F -0.315 -1.634 -1.716
F -1.689 -1.274 0.103
F -1.304 0.383 -1.336
P -2.521 3.072 1.250
F -2.456 1.775 2.256
F -0.891 3.182 1.436
F -2.400 2.052 -0.043
F -2.640 4.267 0.257
F -4.143 2.942 1.123
F -2.677 4.144 2.456
P -1.805 0.698 -4.823
F -2.841 1.887 -4.491
F -1.261 1.509 -6.076
F -0.864 1.439 -3.740
F -0.623 -0.391 -4.982
F -2.334 -0.061 -3.453
F -2.864 -0.150 -5.698
N -2.251 3.579 -2.570
S -0.773 4.203 -2.288
O -0.537 5.330 -1.379
O 0.264 3.935 -3.263
F -0.276 2.984 -1.354
S -2.398 5.015 -3.644
O -1.681 4.994 -4.894
O -2.689 6.287 -3.014
F -3.872 4.650 -4.155
Cl -1.505 -7.377 -1.852
C -0.124 -6.450 -1.271
C -0.534 -5.339 -0.338
Cl -1.795 -4.326 -1.097
H 0.474 -6.117 -2.120
H 0.564 -7.137 -0.778
H 0.275 -4.653 -0.085
H -0.852 -5.700 0.639
C 4.151 -1.399 1.935
O 3.976 -0.110 2.593
C 3.665 1.003 1.755
C 4.950 1.806 1.251
O 5.658 1.026 0.264
C 6.785 1.636 -0.268
H 3.249 -1.679 1.391
H 4.265 -2.114 2.750
H 4.992 -1.443 1.243
H 3.058 1.711 2.320
H 3.023 0.633 0.956
H 5.640 2.132 2.030
H 4.673 2.765 0.813
H 6.555 2.506 -0.884
H 7.218 0.948 -0.994
H 7.544 1.912 0.463
C -5.416 0.475 -4.696
O -4.779 0.164 -3.407
C -5.477 -0.853 -2.710
C -4.408 -1.489 -1.684
O -3.963 -0.321 -0.872
C -4.826 -0.327 0.358
H -6.379 0.972 -4.581
H -5.474 -0.419 -5.317
H -4.941 1.184 -5.375
H -6.004 -1.521 -3.390
H -6.358 -0.369 -2.288
H -3.483 -1.819 -2.155
H -4.731 -2.346 -1.092
H -4.217 0.112 1.148
H -5.011 -1.365 0.635
H -5.776 0.207 0.310
C 4.892 -1.412 -2.427
C 4.539 -0.415 -3.287
C 3.156 -0.162 -3.728
O 2.588 0.704 -4.400
C 2.303 -1.259 -3.402
C 2.583 -2.224 -2.564
C 3.920 -2.382 -1.963
O 4.213 -3.169 -1.140
O 1.686 -3.208 -2.245
O 5.483 0.332 -3.967
H 5.897 -1.542 -2.056
H 1.287 -1.239 -3.770
H 0.774 -2.908 -2.281
H 5.037 0.906 -4.594
*
```

relative energy (zero: lowest compared OMol25 entry of this formula, charge and spin): 96.4 kcal/mol
E_HOMO: -10.6 eV
orbital gap: 3.4 eV

---

Entry 2:
Here is a single C24H46NO3PS2 molecule at a distorted geometry from the Open Molecules 2025 dataset. Energies are from ωB97M-V with the def2-TZVPD basis set.

The geometry in ORCA input format:
```
! wB97M-V def2-TZVPD RIJCOSX def2/J DEFGRID3
* xyz 0 1
C 0.682 -1.023 -5.955
C -0.839 -1.590 -6.114
C -1.162 -2.509 -4.833
C -2.297 -1.812 -3.899
C -2.004 -2.225 -2.361
C -3.173 -1.728 -1.348
C -2.618 -2.006 0.160
C -3.524 -1.195 1.257
N -2.750 -0.182 2.026
C -2.333 0.985 1.192
C -3.565 1.818 0.571
C -3.214 3.344 0.233
C -1.900 3.553 -0.665
C -1.797 2.597 -1.952
C -2.171 3.297 -3.347
C -1.173 4.493 -3.771
C 0.325 4.009 -4.080
C -1.630 -0.788 2.750
S -1.830 -2.131 3.774
S 0.138 -0.176 2.597
C 0.841 -0.286 4.331
C 1.779 -1.604 4.461
C 3.271 -1.385 3.888
P 4.508 -1.667 5.315
C 5.210 -3.453 5.157
C 6.144 -3.631 3.861
O 5.761 -4.292 2.858
C 5.984 -0.449 5.189
C 5.371 1.044 5.239
O 5.011 1.601 6.304
O 5.257 1.749 3.985
H 0.795 -0.583 -4.905
H 1.387 -1.910 -6.094
H 0.924 -0.260 -6.789
H -0.940 -2.139 -7.121
H -1.545 -0.694 -6.089
H -1.477 -3.571 -5.162
H -0.216 -2.570 -4.187
H -3.337 -2.184 -4.229
H -2.186 -0.669 -4.020
H -1.864 -3.366 -2.309
H -1.010 -1.750 -2.005
H -3.472 -0.638 -1.510
H -4.086 -2.390 -1.578
H -1.524 -1.655 0.160
H -2.699 -3.139 0.369
H -3.967 -2.013 1.943
H -4.407 -0.776 0.668
H -1.558 0.667 0.395
H -1.788 1.725 1.895
H -4.481 1.836 1.272
H -3.913 1.316 -0.404
H -3.043 3.888 1.235
H -4.143 3.839 -0.246
H -1.929 4.641 -1.054
H -0.940 3.465 -0.036
H -2.403 1.631 -1.885
H -0.690 2.274 -2.034
H -2.042 2.484 -4.164
H -3.275 3.610 -3.410
H -1.188 5.329 -2.994
H -1.586 4.950 -4.750
H 0.400 3.583 -5.152
H 1.015 4.917 -4.025
H 0.733 3.239 -3.330
H 1.481 0.628 4.601
H 0.034 -0.388 5.135
H 1.330 -2.502 3.907
H 1.835 -1.890 5.568
H 3.432 -0.368 3.388
H 3.485 -2.222 3.124
H 4.339 -4.206 5.165
H 5.804 -3.625 6.124
H 7.167 -3.105 3.905
H 6.637 -0.639 6.106
H 6.525 -0.603 4.192
H 6.081 1.477 3.502
*
```

E_HOMO: -8.3 eV
SMILES string: CCCCCCCCN(CCCCCCCC)C(=S)SCCCP(CC=O)CC(=O)O
orbital gap: 8.2 eV

---

Entry 3:
Here is C24H47F9Li2N2O8 as an isolated structure at a distorted geometry from the Open Molecules 2025 dataset. Energies are from ωB97M-V with the def2-TZVPD basis set.

The geometry in ORCA input format:
```
! wB97M-V def2-TZVPD RIJCOSX def2/J DEFGRID3
* xyz 0 1
Li -2.261 -1.187 1.847
Li -0.752 -2.317 0.266
O -0.984 -0.476 0.641
H -0.404 0.252 0.768
O -1.962 -3.082 1.562
H -2.227 -3.892 1.955
C -5.509 1.472 0.891
C -4.209 0.693 1.006
N -3.953 0.073 2.325
C -5.051 -0.818 2.746
C -4.635 -1.760 3.861
C -3.690 1.081 3.369
C -2.496 1.991 3.174
H -5.568 2.361 1.518
H -6.366 0.811 1.003
H -5.580 1.868 -0.129
H -4.242 -0.153 0.311
H -3.348 1.302 0.748
H -5.973 -0.308 3.060
H -5.292 -1.362 1.825
H -5.401 -2.493 4.115
H -3.734 -2.336 3.626
H -4.402 -1.193 4.763
H -3.505 0.504 4.274
H -4.579 1.690 3.585
H -2.702 2.777 2.440
H -1.605 1.478 2.806
H -2.195 2.514 4.083
C 1.935 -2.050 -1.212
C 1.466 -3.492 -1.433
N 0.050 -3.650 -1.169
C -0.304 -5.028 -0.877
C 0.244 -5.550 0.435
C -0.761 -3.097 -2.253
C -2.276 -3.119 -2.116
H 1.583 -1.456 -2.054
H 3.022 -1.995 -1.177
H 1.514 -1.659 -0.285
H 1.750 -3.798 -2.452
H 2.039 -4.159 -0.789
H -1.386 -5.047 -0.735
H -0.113 -5.734 -1.702
H 0.043 -4.884 1.274
H -0.188 -6.529 0.655
H 1.326 -5.729 0.438
H -0.529 -3.721 -3.141
H -0.423 -2.109 -2.560
H -2.705 -2.910 -3.096
H -2.657 -2.315 -1.472
H -2.686 -4.035 -1.705
C 0.431 3.129 1.490
C 1.797 3.161 0.839
O 1.722 4.118 -0.237
C 2.696 4.085 -1.102
O 3.570 3.330 -1.133
C 2.629 5.224 -2.138
F 2.516 4.666 -3.342
F 1.581 6.020 -1.964
F 3.738 5.932 -2.140
H 0.184 4.085 1.949
H 0.384 2.353 2.260
H -0.347 2.823 0.792
H 2.060 2.182 0.442
H 2.545 3.420 1.590
C 3.270 0.476 2.480
C 4.703 0.089 2.228
O 5.371 1.229 1.675
C 6.603 1.012 1.315
O 7.206 0.005 1.477
C 7.236 2.203 0.563
F 7.664 1.818 -0.614
F 6.377 3.186 0.376
F 8.279 2.664 1.242
H 2.671 0.491 1.573
H 3.211 1.421 3.018
H 2.812 -0.295 3.106
H 4.781 -0.742 1.523
H 5.205 -0.254 3.134
C -1.339 1.767 -2.216
C -0.418 0.763 -2.863
O 0.086 1.258 -4.115
C 0.852 0.456 -4.767
O 1.174 -0.595 -4.408
C 1.313 1.048 -6.098
F 1.081 0.189 -7.057
F 0.674 2.151 -6.403
F 2.591 1.278 -6.052
H -1.567 1.369 -1.225
H -2.251 1.899 -2.799
H -0.879 2.750 -2.111
H -0.971 -0.148 -3.089
H 0.435 0.560 -2.213
*
```

relative energy (zero: lowest compared OMol25 entry of this formula, charge and spin): 11.7 kcal/mol
E_HOMO: -8.9 eV
orbital gap: 9.1 eV

---

Entry 4:
Here is a 7-piece molecular cluster, C24H47F9O18S4 overall at a distorted geometry from the Open Molecules 2025 dataset. Energies are from ωB97M-V with the def2-TZVPD basis set.

The geometry in ORCA input format:
```
! wB97M-V def2-TZVPD RIJCOSX def2/J DEFGRID3
* xyz 0 1
O -3.502 -1.556 -0.907
S -4.339 -0.433 -0.650
O -3.845 0.709 0.041
O -4.890 0.158 -2.001
C -5.387 -0.740 -3.015
C -4.279 -1.135 -3.961
C -5.833 -0.920 0.142
H -6.158 -0.185 -3.548
H -5.880 -1.619 -2.595
H -3.978 -0.335 -4.632
H -4.639 -1.950 -4.604
H -3.435 -1.560 -3.428
H -5.594 -1.500 1.031
H -6.325 -1.612 -0.539
H -6.387 -0.019 0.375
O 5.964 5.249 4.185
S 6.429 4.072 4.814
O 7.806 3.716 4.735
O 6.025 4.210 6.344
C 6.447 3.149 7.220
C 6.646 3.738 8.592
C 5.447 2.715 4.289
H 7.358 2.657 6.874
H 5.665 2.385 7.245
H 5.689 4.135 8.938
H 7.371 4.546 8.575
H 6.934 2.959 9.298
H 5.699 1.830 4.866
H 5.742 2.554 3.253
H 4.400 2.983 4.377
O -1.909 4.207 3.676
S -2.928 3.701 2.835
O -4.289 4.115 2.985
O -2.441 4.047 1.359
C -3.410 4.056 0.278
C -3.032 5.159 -0.670
C -2.858 1.950 2.815
H -4.417 4.181 0.673
H -3.371 3.071 -0.193
H -2.088 4.965 -1.178
H -2.980 6.113 -0.144
H -3.793 5.293 -1.444
H -3.826 1.602 2.464
H -2.771 1.675 3.865
H -2.056 1.630 2.165
O 2.142 -2.992 4.411
S 2.135 -4.386 4.152
O 1.274 -5.269 4.855
O 1.829 -4.611 2.605
C 2.257 -3.580 1.697
C 1.931 -4.038 0.298
C 3.791 -4.998 4.276
H 3.330 -3.397 1.814
H 1.748 -2.640 1.911
H 2.288 -3.299 -0.417
H 0.849 -4.124 0.176
H 2.334 -5.028 0.085
H 3.846 -5.982 3.822
H 3.996 -5.050 5.343
H 4.454 -4.304 3.768
C -2.887 -6.225 -6.365
C -1.456 -5.777 -6.284
O -1.371 -4.754 -5.271
C -0.155 -4.373 -4.934
O 0.879 -4.745 -5.409
C -0.209 -3.345 -3.791
F -0.102 -3.971 -2.611
F 0.817 -2.495 -3.899
F -1.338 -2.636 -3.793
H -3.054 -6.837 -7.251
H -3.550 -5.364 -6.471
H -3.186 -6.790 -5.485
H -1.094 -5.366 -7.228
H -0.777 -6.595 -6.035
C -0.046 -0.955 -0.861
C -0.015 0.497 -0.393
O 1.128 0.720 0.447
C 1.025 0.546 1.741
O 0.053 0.257 2.377
C 2.379 0.764 2.462
F 2.805 -0.392 2.974
F 3.322 1.247 1.645
F 2.205 1.640 3.454
H -0.502 -1.034 -1.846
H -0.630 -1.533 -0.144
H 0.967 -1.353 -0.893
H -0.967 0.777 0.056
H 0.146 1.159 -1.239
C 1.631 2.633 -5.014
C 0.877 2.611 -3.696
O -0.460 3.108 -3.877
C -1.455 2.250 -3.787
O -1.402 1.077 -3.551
C -2.819 2.932 -4.053
F -3.630 2.679 -3.017
F -2.721 4.247 -4.203
F -3.381 2.407 -5.150
H 2.625 2.214 -4.828
H 1.809 3.644 -5.377
H 1.137 2.008 -5.754
H 1.337 3.258 -2.950
H 0.878 1.600 -3.297
*
```

relative energy (zero: lowest compared OMol25 entry of this formula, charge and spin): 0.0 kcal/mol
E_HOMO: -10.9 eV
SMILES string: CCOC(=O)C(F)(F)F.CCOC(=O)C(F)(F)F.CCOC(=O)C(F)(F)F.CCOS(C)(=O)=O.CCOS(C)(=O)=O.CCOS(C)(=O)=O.CCOS(C)(=O)=O
orbital gap: 11.0 eV

---

Entry 5:
Here is a 3-piece molecular cluster, C24H47IN3O6P overall at a distorted geometry from the Open Molecules 2025 dataset. Energies are from ωB97M-V with the def2-TZVPD basis set.

The geometry in ORCA input format:
```
! wB97M-V def2-TZVPD RIJCOSX def2/J DEFGRID3
* xyz 0 1
C 5.179 -0.920 4.493
O 4.438 -2.066 4.114
C 3.938 -2.111 2.803
C 2.566 -1.443 2.706
O 2.565 -0.158 3.290
C 1.502 0.622 2.796
C 0.098 0.119 3.226
P -0.980 -0.267 1.842
O -2.156 -1.039 2.234
O -1.310 1.184 1.230
O -0.098 -1.017 0.717
C 4.923 -1.590 1.718
C 4.823 -0.122 1.374
O 5.379 0.761 1.886
I 3.495 0.345 -0.308
C 3.679 -3.587 2.479
C 3.054 -3.967 1.289
C 2.808 -5.315 1.062
N 3.128 -6.292 1.911
C 3.732 -5.915 3.034
C 4.027 -4.594 3.372
H 5.312 -0.986 5.567
H 4.662 0.008 4.278
H 6.171 -0.903 4.047
H 1.861 -2.096 3.225
H 2.242 -1.407 1.669
H 1.626 1.633 3.165
H 1.558 0.688 1.712
H -0.410 0.906 3.774
H 0.166 -0.744 3.875
H -1.356 1.174 0.267
H 0.073 -0.457 -0.050
H 5.962 -1.768 1.974
H 4.732 -2.144 0.809
H 2.765 -3.230 0.556
H 2.320 -5.605 0.143
H 3.996 -6.697 3.731
H 4.506 -4.366 4.305
C -3.760 6.864 0.395
C -4.082 5.927 -0.760
N -3.032 4.962 -1.025
C -3.203 4.251 -2.278
C -4.421 3.332 -2.430
C -2.622 4.150 0.107
C -3.682 3.284 0.805
H -2.811 7.374 0.228
H -4.542 7.619 0.482
H -3.708 6.338 1.349
H -4.209 6.530 -1.663
H -5.056 5.451 -0.566
H -2.294 3.670 -2.465
H -3.237 4.998 -3.078
H -4.302 2.406 -1.869
H -4.541 3.055 -3.481
H -5.350 3.809 -2.119
H -2.179 4.812 0.855
H -1.795 3.514 -0.223
H -4.615 3.826 0.961
H -3.315 2.974 1.785
H -3.906 2.375 0.246
C -2.206 0.210 -2.561
C -1.328 -0.424 -3.630
N -0.340 -1.328 -3.075
C 0.689 -1.733 -4.020
C 0.284 -2.579 -5.233
C -0.865 -2.386 -2.224
C -1.891 -3.354 -2.829
H -1.595 0.717 -1.809
H -2.868 0.949 -3.011
H -2.835 -0.526 -2.059
H -0.793 0.375 -4.152
H -1.975 -0.903 -4.381
H 1.462 -2.263 -3.457
H 1.172 -0.822 -4.386
H 0.076 -3.612 -4.961
H 1.105 -2.598 -5.952
H -0.587 -2.173 -5.747
H -1.316 -1.923 -1.343
H -0.019 -2.956 -1.833
H -2.649 -2.836 -3.417
H -2.408 -3.885 -2.028
H -1.423 -4.107 -3.462
*
```

E_HOMO: -8.2 eV
SMILES string: CO[C@@](COCCP(=O)(O)O)(CC(=O)I)c1ccncc1.CCN(CC)CC.CCN(CC)CC
orbital gap: 8.2 eV

---

Number 1: LUMO -7.2 eV. Number 2: LUMO -0.1 eV. Number 3: LUMO 0.2 eV. Number 4: LUMO 0.2 eV. Number 5: LUMO 0.0 eV.